1.
21
Properties=species:S:1:pos:R:3:forces:R:3 method="wB97M-V/def2-TZVPD" gap_ev="2.3 / 6.9" charge=-2 spin_multiplicity=2 lumo_ev="6.26 / 6.22"
C 2.1448 0.2104 0.3446 0.215 -0.881 0.409
N 2.1867 -0.3358 1.7004 0.303 -0.451 0.584
C 0.7738 0.6909 -0.1709 1.126 1.826 -0.393
C 1.1641 1.7810 -1.2332 -0.586 -0.806 0.360
N -0.1303 -0.3220 -0.5973 -0.985 -1.042 0.316
C -1.4998 -0.3501 0.0761 0.358 -0.058 -0.785
O -2.4050 -0.9166 -0.7366 -0.466 -0.267 -0.143
H 2.5781 -0.5762 -0.2859 -0.455 0.114 -0.314
H 2.9073 0.9825 0.2685 -0.189 0.402 0.133
H 2.1213 0.3384 2.4497 -0.095 0.410 -0.292
H 1.4566 -1.0115 1.8734 -0.204 -0.080 -0.323
H 0.3404 1.2302 0.6887 -0.191 -0.132 -0.066
H 1.5797 2.6661 -0.7470 0.141 -0.017 -0.065
H 0.3149 2.0859 -1.8479 0.041 -0.023 -0.027
H 1.9491 1.3374 -1.8522 0.027 0.275 -0.234
H -0.4003 -0.3418 -1.5752 0.465 0.399 -0.016
H -1.3524 -0.9377 1.0138 -0.100 0.515 0.195
H -1.7729 0.7252 0.2586 0.255 -0.202 0.583
H -4.3584 -3.0337 -0.1701 0.050 0.024 0.377
H -3.5364 -1.7663 -0.0061 0.803 0.126 0.378
O -4.0613 -2.4563 0.5484 -0.510 -0.130 -0.677



2.
34
Properties=species:S:1:pos:R:3:forces:R:3 method="wB97M-V/def2-TZVPD" gap_ev=9.3 charge=0 smiles="COc1cccc(CN(C)S(=O)(=O)c2cccs2)c1" spin_multiplicity=1 lumo_ev=0.59
C -0.3182 2.0793 -4.1694 0.038 0.074 -0.214
O -0.5084 1.5787 -2.8685 -0.042 -0.175 0.278
C -0.3528 0.2429 -2.6549 -0.035 -0.117 0.171
C 0.0118 -0.6829 -3.6272 -0.008 0.266 -0.157
C 0.1415 -2.0181 -3.2836 -0.019 -0.063 0.048
C -0.0815 -2.4446 -1.9880 -0.032 -0.058 0.039
C -0.4525 -1.5269 -1.0124 0.113 0.067 -0.143
C -0.7048 -1.9600 0.4076 -0.467 -0.179 -0.025
N 0.0126 -1.1113 1.3364 -0.612 0.124 0.861
C 1.4326 -1.3431 1.4278 0.443 -0.017 0.098
S -0.7070 -0.8177 2.8152 0.294 0.348 0.024
O -0.0918 -1.5704 3.8703 0.187 0.105 -0.132
O -2.1263 -0.8963 2.6465 -0.040 0.060 -0.293
C -0.2548 0.8799 3.0376 -0.207 -0.348 -0.263
C 0.4955 1.4292 4.0310 -0.085 -0.385 -0.014
C 0.6474 2.8242 3.8773 -0.056 0.117 -0.090
C 0.0088 3.2938 2.7721 -0.194 -0.330 -0.188
S -0.7926 2.0468 1.9004 0.234 0.305 0.292
C -0.5857 -0.1921 -1.3512 0.003 0.054 -0.158
H 0.7066 1.9161 -4.5188 -0.048 -0.007 0.011
H -0.5084 3.1494 -4.1037 0.025 -0.071 -0.057
H -1.0200 1.6312 -4.8801 0.036 0.007 0.026
H 0.1960 -0.3808 -4.6460 0.014 0.067 -0.076
H 0.4257 -2.7318 -4.0428 0.029 -0.050 -0.062
H 0.0270 -3.4885 -1.7350 0.027 -0.117 0.049
H -0.4281 -3.0152 0.5413 -0.049 0.087 -0.034
H -1.7633 -1.8441 0.6545 0.055 -0.191 -0.167
H 1.8501 -0.6172 2.1228 0.231 0.003 -0.066
H 1.6593 -2.3500 1.7953 0.014 0.040 -0.025
H 1.8790 -1.2039 0.4433 -0.006 0.045 0.016
H 0.9095 0.8441 4.8313 0.093 -0.133 0.154
H 1.2037 3.4427 4.5579 0.085 0.132 0.090
H -0.0393 4.3044 2.4181 -0.015 0.222 -0.069
H -0.8714 0.5323 -0.6051 -0.006 0.123 0.075



3.
19
Properties=species:S:1:pos:R:3:forces:R:3 method="wB97M-V/def2-TZVPD" gap_ev=12.3 charge=0 smiles=CCC.CC spin_multiplicity=1 lumo_ev=1.12
C 0.7812 1.7164 -0.8228 -1.209 -0.345 0.687
C -0.7019 2.2076 -1.0025 1.662 -0.853 0.427
C -1.7040 1.4407 -0.1193 0.365 -0.012 0.064
H 0.7018 0.7638 -0.3005 0.404 -0.276 -0.379
H 1.3473 2.3372 -0.1290 0.048 0.272 -0.257
H 1.2852 1.6095 -1.7729 0.306 -0.015 -0.065
H -0.6279 3.2684 -0.7791 -0.784 0.148 -0.283
H -0.9716 1.9996 -2.0324 -0.079 0.569 -0.199
H -2.2600 2.1621 0.4747 -0.621 -0.327 -0.140
H -2.2926 0.7785 -0.7560 -0.604 0.480 0.112
H -1.2807 0.7163 0.5868 0.505 0.427 0.029
C 0.1039 -2.7515 1.1698 0.442 0.595 -1.885
C 1.3444 -2.0241 0.5897 -1.008 0.254 -0.414
H -0.1895 -3.5135 0.4422 0.274 -0.526 0.459
H 0.3785 -3.1430 2.1399 -0.646 -0.167 0.184
H -0.7657 -2.1028 1.0866 -0.032 0.259 1.034
H 1.7913 -1.3951 1.3581 0.618 -0.420 -0.040
H 1.0979 -1.3154 -0.2080 -0.362 -0.155 0.067
H 1.9624 -2.7546 0.0748 0.720 0.091 0.598



4.
25
Properties=species:S:1:pos:R:3:forces:R:3 method="wB97M-V/def2-TZVPD" gap_ev=7.3 charge=-1 spin_multiplicity=1 lumo_ev=3.31
C 1.2979 -0.6690 -1.7748 1.054 -0.634 0.143
C 2.1110 -1.7243 -0.9943 -0.112 0.637 0.412
C 0.0195 -1.3000 -2.3575 0.859 -0.376 -0.599
O -0.8159 -1.7685 -1.5511 -0.210 0.054 -0.209
O 0.0549 -1.3853 -3.6055 -0.669 0.006 -0.093
H 1.1149 0.1826 -1.1236 -0.186 0.101 0.128
H 1.9623 -0.3741 -2.5852 -0.329 0.421 -0.245
H 1.4671 -2.0870 -0.1931 0.250 -0.377 0.032
H 3.0105 -1.2697 -0.5597 -0.147 0.070 0.175
H 2.4969 -2.5370 -1.6112 -0.459 -0.112 -0.157
C -1.1269 3.2793 0.9293 -0.145 -0.633 0.919
C -0.8535 -0.5046 0.9275 1.460 0.942 2.080
C -1.2558 0.7984 0.6391 -1.265 -1.175 0.787
C 0.0881 -0.6688 1.9469 0.871 -0.073 0.029
C -0.8467 1.8654 1.4303 0.592 0.272 -1.238
C 0.6081 0.3948 2.6763 -0.701 0.376 -0.062
C 0.0769 1.6545 2.4476 0.071 0.347 -0.064
H -1.0470 -1.4161 0.4461 -1.023 -0.412 -1.251
H -2.1037 0.9054 -0.0235 0.357 0.336 -0.649
H 0.5354 -1.6468 2.0984 -0.209 -0.056 0.029
H 1.4074 0.3077 3.4006 -0.064 -0.346 0.075
H -1.9103 3.7286 1.5452 0.062 0.330 -0.168
H -1.4267 3.2712 -0.1147 -0.077 0.003 0.004
H 0.4108 2.5181 3.0170 0.164 -0.066 -0.031
H -0.1935 3.8289 1.0304 -0.145 0.363 -0.046



Molar mass (computed, g/mol): 121.2, 297.4, 74.2, 165.2
ΔE to the lowest compared entry with this formula, charge and spin (computed, eV): 0.000, 0.555, 0.787, 0.599